# C75H150F24N11O18S8

A molecular structure, C75H150F24N11O18S8 (ωB97M-V/def2-TZVPD, the OMol25 dataset).

Molecular weight in g/mol: 2206.57
Gap between HOMO and LUMO in eV: 9.33
HOMO in Ha: -0.51506
Net charge: +3
LUMO energy in Ha: -0.172

Cartesian coordinates (Å):
1 S 15.06 19.49 19.21
2 S 16.27 21.62 20.62
3 S 16.28 20.00 26.69
4 S 18.75 20.10 27.92
5 S 17.33 14.32 22.85
6 S 21.81 12.30 17.23
7 S 23.67 18.01 18.80
8 S 19.41 12.86 15.99
9 F 24.30 12.60 17.73
10 F 25.39 16.56 20.12
11 F 23.53 14.06 16.36
12 F 14.16 21.16 27.86
13 F 26.38 18.18 19.06
14 F 13.52 19.29 17.15
15 F 15.17 23.96 19.79
16 F 18.02 11.61 14.08
17 F 14.70 14.27 22.40
18 F 23.73 12.04 15.68
19 F 25.49 16.53 18.00
20 F 15.82 22.47 27.87
21 F 20.28 11.19 13.92
22 F 16.21 22.94 18.25
23 F 15.76 20.83 29.24
24 F 15.37 12.67 23.67
25 F 21.05 19.63 26.49
26 F 14.91 20.94 17.08
27 F 20.93 18.98 28.49
28 F 20.01 17.83 26.95
29 F 15.80 12.60 21.57
30 F 13.10 21.01 18.31
31 F 19.07 10.22 15.43
32 F 17.42 23.82 19.86
33 O 14.29 18.44 19.79
34 O 17.02 15.69 23.34
35 O 18.74 12.37 17.21
36 O 23.86 18.82 17.61
37 O 16.19 22.16 22.01
38 O 18.04 19.15 28.78
39 O 18.11 13.44 23.71
40 O 15.69 20.48 25.47
41 O 19.33 21.27 28.43
42 O 18.84 13.97 15.23
43 O 17.79 14.35 21.47
44 O 21.59 12.87 18.54
45 O 21.78 10.92 17.01
46 O 22.88 16.80 18.43
47 O 23.18 18.67 19.99
48 O 15.89 18.68 27.12
49 O 16.27 19.17 18.47
50 O 17.52 21.04 20.23
51 N 19.66 18.15 21.48
52 N 21.58 16.19 13.35
53 N 12.33 20.41 23.76
54 N 17.08 15.78 30.46
55 N 17.84 20.29 26.62
56 N 15.01 20.78 20.19
57 N 25.10 22.26 19.09
58 N 15.80 15.49 16.79
59 N 20.92 13.09 16.12
60 N 18.89 23.76 25.12
61 N 20.87 11.34 21.93
62 C 21.53 10.11 21.42
63 C 12.30 24.28 23.37
64 C 17.95 22.98 24.40
65 C 11.12 20.02 22.92
66 C 16.74 14.36 30.79
67 C 19.31 24.92 24.25
68 C 23.47 12.80 16.69
69 C 18.39 16.13 31.18
70 C 16.02 16.72 31.10
71 C 15.71 13.42 22.63
72 C 19.63 26.17 25.06
73 C 20.36 18.29 12.33
74 C 15.48 21.17 28.03
75 C 21.82 12.56 21.86
76 C 16.77 24.61 25.84
77 C 23.45 16.99 14.65
78 C 21.67 27.30 23.84
79 C 16.68 23.77 24.50
80 C 12.87 18.17 24.57
81 C 16.77 17.59 32.17
82 C 22.96 15.88 13.75
83 C 19.04 18.96 23.73
84 C 18.07 18.17 21.59
85 C 19.15 11.36 14.78
86 C 17.75 18.91 22.88
87 C 20.06 19.45 20.83
88 C 20.25 19.07 27.36
89 C 14.09 20.25 17.89
90 C 25.23 21.59 17.71
91 C 22.51 21.84 19.26
92 C 19.57 17.08 19.23
93 C 20.55 19.25 11.24
94 C 25.66 22.64 16.75
95 C 13.69 18.39 23.31
96 C 20.87 15.02 12.78
97 C 16.37 16.49 15.86
98 C 16.24 23.23 19.56
99 C 18.26 15.32 28.31
100 C 20.39 9.17 20.89
101 C 19.42 15.11 26.05
102 C 20.07 18.09 22.99
103 C 16.07 17.91 13.80
104 C 25.33 17.29 19.05
105 C 16.17 13.85 18.49
106 C 15.68 14.13 16.11
107 C 26.66 23.35 17.61
108 C 26.06 23.41 19.01
109 C 22.44 14.89 22.30
110 C 23.69 22.82 19.28
111 C 12.39 21.90 24.07
112 C 18.11 24.18 26.35
113 C 12.24 22.84 22.85
114 C 21.53 17.36 12.36
115 C 14.49 15.99 17.42
116 C 21.03 16.62 14.74
117 C 17.99 16.74 32.51
118 C 15.39 17.04 14.88
119 C 22.10 17.44 15.33
120 C 15.03 18.45 12.85
121 C 21.25 22.75 19.49
122 C 25.48 21.33 20.14
123 C 20.16 17.08 20.60
124 C 19.15 10.06 20.96
125 C 19.66 11.49 21.02
126 C 17.08 16.03 29.00
127 C 21.22 13.96 22.14
128 C 15.42 13.17 17.31
129 C 20.38 11.11 23.32
130 C 20.27 27.37 24.43
131 C 13.56 19.93 23.07
132 C 12.42 19.53 25.05
133 C 20.06 15.74 18.64
134 C 16.75 15.19 17.91
135 C 20.13 22.98 25.59
136 C 18.16 15.49 26.81
137 H 20.02 16.10 21.10
138 H 13.01 22.63 22.08
139 H 10.30 20.67 23.07
140 H 19.26 15.66 28.64
141 H 11.34 24.60 23.86
142 H 20.95 23.69 25.79
143 H 16.17 17.88 33.02
144 H 22.35 18.04 12.62
145 H 13.84 16.31 16.58
146 H 20.71 14.32 13.60
147 H 22.90 14.77 23.29
148 H 15.49 14.05 19.30
149 H 22.11 15.92 22.32
150 H 16.17 15.57 28.66
151 H 25.55 24.38 19.15
152 H 20.16 17.16 14.50
153 H 22.19 10.51 20.65
154 H 22.23 12.48 20.83
155 H 18.24 22.92 23.39
156 H 21.11 18.46 23.10
157 H 11.38 19.58 25.33
158 H 19.87 11.99 23.66
159 H 21.25 23.64 18.95
160 H 21.14 15.65 18.69
161 H 20.24 25.89 25.94
162 H 18.12 14.20 28.43
163 H 19.45 17.73 12.26
164 H 21.13 19.52 20.84
165 H 22.15 28.27 23.62
166 H 22.43 26.82 24.52
167 H 20.33 15.38 26.59
168 H 23.66 23.35 20.25
169 H 15.45 17.39 30.42
170 H 21.83 26.61 22.95
171 H 19.43 20.02 23.81
172 H 14.05 15.22 18.02
173 H 11.54 22.12 24.69
174 H 22.26 17.34 16.35
175 H 21.18 10.87 24.03
176 H 22.54 21.13 20.10
177 H 16.52 25.71 25.79
178 H 19.00 16.82 30.52
179 H 13.50 17.77 25.34
180 H 17.27 14.96 26.43
181 H 19.99 11.77 20.01
182 H 19.90 15.32 12.39
183 H 21.70 16.81 11.45
184 H 20.72 9.01 19.88
185 H 18.07 23.33 26.98
186 H 16.66 14.03 15.65
187 H 17.32 19.91 22.68
188 H 16.69 16.03 18.71
189 H 14.34 13.17 17.51
190 H 17.69 18.56 20.65
191 H 20.43 22.28 24.83
192 H 14.91 14.09 15.27
193 H 23.62 15.60 12.90
194 H 20.11 17.92 18.68
195 H 20.57 14.34 21.38
196 H 18.84 17.33 32.99
197 H 19.92 22.48 26.54
198 H 21.32 23.04 20.51
199 H 24.04 17.85 14.15
200 H 19.78 20.04 11.28
201 H 17.91 16.53 26.62
202 H 20.36 18.86 10.22
203 H 17.09 17.11 28.91
204 H 20.72 15.68 15.30
205 H 13.08 24.48 24.06
206 H 23.14 14.71 21.54
207 H 22.66 12.42 22.53
208 H 18.71 26.51 25.58
209 H 16.65 18.69 14.23
210 H 20.22 18.69 13.32
211 H 11.33 20.04 21.85
212 H 16.60 14.37 31.88
213 H 15.76 12.16 17.11
214 H 13.45 20.22 22.03
215 H 24.91 20.40 20.13
216 H 19.72 15.64 17.65
217 H 17.02 13.29 18.78
218 H 15.29 19.22 12.15
219 H 20.16 24.61 23.62
220 H 12.09 17.45 24.27
221 H 24.81 23.31 16.60
222 H 18.66 9.94 19.98
223 H 14.71 17.66 15.31
224 H 21.99 18.48 15.10
225 H 14.68 16.90 17.89
226 H 14.56 17.62 12.26
227 H 17.84 15.90 33.29
228 H 26.78 23.34 19.76
229 H 26.86 24.36 17.30
230 H 16.85 17.32 13.24
231 H 17.55 13.73 30.46
232 H 21.24 17.35 20.50
233 H 19.58 14.05 25.92
234 H 17.85 17.11 21.70
235 H 21.60 19.68 11.16
236 H 19.34 15.59 25.07
237 H 18.38 9.85 21.68
238 H 20.36 8.24 21.46
239 H 14.97 16.19 14.40
240 H 23.59 23.53 18.50
241 H 17.06 18.51 31.75
242 H 18.91 12.22 21.27
243 H 14.45 20.39 23.46
244 H 17.80 21.99 24.79
245 H 16.49 24.37 23.62
246 H 17.70 15.08 17.42
247 H 26.09 22.34 15.81
248 H 19.05 15.25 31.26
249 H 13.37 17.78 22.50
250 H 10.79 19.02 23.23
251 H 22.76 15.01 14.43
252 H 12.36 25.02 22.52
253 H 25.34 21.80 21.07
254 H 16.68 17.30 16.48
255 H 26.56 21.05 20.04
256 H 18.48 17.20 19.18
257 H 14.73 18.25 23.48
258 H 15.29 16.07 31.62
259 H 18.86 18.66 24.74
260 H 27.62 22.78 17.56
261 H 20.67 13.86 23.03
262 H 12.97 20.06 25.76
263 H 20.30 28.21 25.20
264 H 19.58 10.35 23.39
265 H 24.11 16.49 15.40
266 H 20.36 22.26 19.34
267 H 18.49 25.01 23.51
268 H 19.74 15.00 19.35
269 H 21.44 14.54 12.00
270 H 14.20 18.78 13.53
271 H 24.27 21.19 17.55
272 H 17.31 16.11 15.39
273 H 19.58 20.29 21.30
274 H 19.76 19.46 19.78
275 H 15.81 14.18 30.30
276 H 20.05 17.02 23.30
277 H 19.63 27.77 23.64
278 H 15.99 24.37 26.57
279 H 11.29 22.61 22.29
280 H 22.38 21.30 18.31
281 H 15.88 23.01 24.60
282 H 25.89 20.73 17.98
283 H 18.77 24.83 26.96
284 H 13.35 22.01 24.53
285 H 22.09 9.79 22.28
286 H 17.04 18.30 23.44


# C4H7Cl2P

C4H7Cl2P in the gas phase (ωB97M-V/def2-TZVPD, the OMol25 dataset).

ΔE to the lowest compared entry with this formula, charge and spin in eV: 2.018
Molecular weight in g/mol: 156.98
Gap between HOMO and LUMO (alpha / beta) in eV: 4.14 / 4.54
Multiplicity: 3
HOMO (alpha / beta) in Ha: -0.14416 / -0.32536
LUMO energy (alpha / beta) in Ha: 0.008 / -0.159

Cartesian coordinates (Å):
1 Cl -3.59 1.25 0.58
2 Cl -3.01 -1.84 -0.22
3 P -2.61 0.08 -0.76
4 C -0.15 1.42 -0.60
5 C -0.03 -1.18 -0.20
6 C 0.67 -1.74 0.74
7 C -0.90 0.26 -0.02
8 H 0.86 1.67 -0.07
9 H 1.38 -2.63 0.46
10 H 0.11 1.28 -1.72
11 H 0.16 -1.60 -1.13
12 H -0.94 0.40 1.10
13 H 0.61 -1.43 1.87
14 H -0.64 2.33 -0.47


# C6H24FN12O6Ti

A molecular structure, C6H24FN12O6Ti (ωB97M-V/def2-TZVPD, the OMol25 dataset).

ΔE to the lowest compared entry with this formula, charge and spin in eV: 4.257
Molecular weight in g/mol: 427.20
Gap between HOMO and LUMO (alpha / beta) in eV: 5.99 / 9.54
Multiplicity: 4
HOMO (alpha / beta) in Ha: -0.21952 / -0.35386
LUMO energy (alpha / beta) in Ha: 0.000 / -0.003

Cartesian coordinates (Å):
1 Ti 31.46 -11.02 7.72
2 F 30.13 -9.07 8.02
3 O 30.77 -5.21 7.24
4 O 28.69 -9.19 3.11
5 O 33.42 -10.12 6.57
6 O 26.40 -8.47 10.70
7 O 31.91 -4.69 10.64
8 O 32.41 -10.66 9.94
9 N 29.30 -4.78 5.72
10 N 31.49 -6.50 11.78
11 N 34.71 -8.39 6.36
12 N 28.82 -10.01 5.13
13 N 28.71 -5.95 7.43
14 N 29.69 -8.23 4.95
15 N 31.30 -6.52 9.65
16 N 30.24 -10.44 10.50
17 N 27.31 -9.58 8.97
18 N 31.66 -11.43 11.85
19 N 28.30 -7.82 9.86
20 N 32.79 -8.29 7.67
21 C 31.48 -10.75 10.71
22 C 27.27 -8.64 9.87
23 C 29.02 -9.10 4.28
24 C 33.62 -8.91 6.95
25 C 31.61 -5.84 10.66
26 C 29.69 -5.39 6.77
27 H 28.10 -9.48 8.36
28 H 29.48 -10.61 11.15
29 H 28.36 -4.72 5.34
30 H 29.90 -8.36 5.93
31 H 31.87 -8.66 7.86
32 H 35.17 -7.64 6.86
33 H 30.05 -4.20 5.39
34 H 29.85 -7.35 4.49
35 H 26.44 -9.97 8.62
36 H 31.09 -5.95 8.85
37 H 35.28 -8.93 5.73
38 H 28.78 -6.48 8.28
39 H 29.14 -8.26 9.50
40 H 31.05 -11.19 12.62
41 H 31.96 -5.99 12.52
42 H 31.16 -7.45 11.76
43 H 28.22 -6.92 10.32
44 H 30.15 -10.00 9.60
45 H 28.54 -10.95 4.90
46 H 27.84 -5.88 6.93
47 H 31.20 -7.52 9.73
48 H 32.83 -7.28 7.73
49 H 32.65 -11.58 11.99
50 H 28.79 -9.76 6.11


# C33H50CsGeN2PSbSe4

A molecular structure, C33H50CsGeN2PSbSe4 (ωB97M-V/def2-TZVPD, the OMol25 dataset).

ΔE to the lowest compared entry with this formula, charge and spin in eV: 1.232
Molecular weight in g/mol: 1148.87
Gap between HOMO and LUMO in eV: 4.29
HOMO in Ha: -0.13727
Net charge: -1
LUMO energy in Ha: 0.021

Cartesian coordinates (Å):
1 Cs 1.31 0.31 -1.76
2 Sb 0.75 -2.45 -5.69
3 Se 2.23 -4.21 -6.32
4 Se -0.01 -0.62 -7.40
5 Se -0.50 -2.80 -3.65
6 Se 1.57 -0.03 -6.12
7 Ge -1.46 2.67 -0.54
8 P 0.09 -0.31 1.43
9 N 1.55 -4.45 -0.42
10 N 4.40 -3.45 -2.46
11 C -1.85 6.36 1.72
12 C -1.04 -4.13 -0.26
13 C 7.02 -0.89 0.18
14 C -0.33 -2.10 3.67
15 C 1.09 1.06 2.23
16 C 6.28 0.09 0.85
17 C -1.61 6.89 0.28
18 C -3.96 -0.45 1.31
19 C -4.89 3.77 -2.35
20 C -1.84 -5.22 -1.07
21 C -2.63 -0.43 0.96
22 C 4.18 -1.11 0.08
23 C 3.71 -4.69 -2.91
24 C 1.31 -3.79 4.23
25 C -2.28 4.88 1.66
26 C 4.88 -0.09 0.77
27 C -3.61 2.62 -0.30
28 C 2.12 -3.28 3.19
29 C -1.14 3.95 1.20
30 C -4.43 3.80 -0.89
31 C -3.43 0.69 3.36
32 C -1.66 0.10 1.85
33 C 1.72 -2.22 2.41
34 C 0.43 -4.32 -0.30
35 C -5.50 5.09 -2.87
36 C -2.07 0.67 3.07
37 C 5.04 -2.10 -0.44
38 C 3.75 -2.32 -3.08
39 C 0.48 -1.63 2.65
40 C 6.46 -2.00 -0.40
41 C -4.36 0.11 2.53
42 C 0.05 -3.23 4.41
43 C 4.40 -3.35 -0.97
44 H 4.31 -1.41 -2.87
45 H -2.53 6.87 -0.35
46 H -5.63 2.98 -2.53
47 H -1.31 1.07 3.75
48 H -6.21 5.47 -2.16
49 H -2.87 -4.93 -0.98
50 H -0.24 4.53 1.04
51 H -3.92 1.65 -0.69
52 H -1.53 -5.26 -2.10
53 H 5.35 -3.47 -2.79
54 H 4.95 -4.22 -0.59
55 H -3.77 4.68 -0.85
56 H -2.63 4.57 2.60
57 H 2.74 -2.29 -2.67
58 H -4.11 3.50 -3.06
59 H -4.68 -0.87 0.62
60 H -3.72 2.56 0.76
61 H -0.95 3.28 2.05
62 H -1.26 -3.14 -0.61
63 H 0.96 1.20 3.33
64 H -5.44 0.14 2.79
65 H -2.69 6.92 2.17
66 H 2.15 0.85 2.02
67 H 7.09 -2.81 -0.74
68 H -1.83 -6.20 -0.61
69 H -6.04 5.01 -3.84
70 H -4.71 5.85 -3.06
71 H -3.79 1.20 4.25
72 H -0.62 -3.64 5.16
73 H 6.78 0.90 1.34
74 H -2.29 -0.69 -0.03
75 H 1.63 -4.64 4.78
76 H 2.68 -4.69 -2.58
77 H 4.28 0.62 1.34
78 H 2.39 -1.89 1.61
79 H -3.12 4.85 0.98
80 H 3.14 -3.61 3.02
81 H -1.19 7.91 0.31
82 H -0.98 6.51 2.35
83 H -0.88 6.24 -0.28
84 H -1.27 -1.64 3.90
85 H 0.73 1.95 1.75
86 H 3.36 -3.39 -0.65
87 H 8.08 -0.76 0.10
88 H 4.17 -5.53 -2.48
89 H -1.61 3.84 -1.68
90 H 3.76 -4.87 -3.96
91 H -1.35 -4.19 0.78
92 H -5.32 4.03 -0.33
93 H 3.74 -2.46 -4.15